(1)
# C4H36NO14

A 14-piece molecular cluster, C4H36NO14 overall (wB97M-V/def2-TZVPD, the Open Molecules 2025 dataset).

Computed properties:
Orbital gap (alpha / beta)   10.95 / 5.85 eV
HOMO energy (alpha / beta)   -11.0 / -11.0 eV
M   322.33 g/mol
⟨S²⟩   0.755
Multiplicity   2

Element x y z (Å)
C 0.9525 0.6846 0.3847
N 0.0813 -0.3455 1.0036
C 0.5199 -1.7305 0.9124
O 0.8463 -2.0056 -0.4448
C 1.0258 1.9514 1.2442
C 2.0412 2.9040 0.5968
H 0.6102 0.9156 -0.6851
H 1.9276 0.1161 0.0856
H -0.8946 -0.2514 0.6335
H -0.3219 -2.4467 1.1776
H 1.4444 -1.8157 1.5583
H -0.0373 2.3246 1.3436
H 1.2757 1.6121 2.2824
H 2.9358 2.3202 0.3569
H 2.1865 3.6854 1.3204
H 1.4383 3.1877 -0.3217
H -2.1829 -0.3587 -3.0444
H -3.4505 -0.1536 -3.7404
O -2.8845 -0.8712 -3.5018
H -0.1053 0.0660 4.3149
H 0.6637 0.0481 3.1491
O 0.8604 0.0370 4.0896
H -3.2786 0.1820 0.9044
H -3.8239 1.4965 1.4508
O -3.5941 0.6013 1.7582
H 0.1896 -1.4715 -1.0027
H -0.7826 -1.3608 -2.5763
O -0.7482 -0.6032 -1.9487
H -2.1593 2.0571 -1.3417
H -2.8652 0.8338 -0.7818
O -3.0134 1.7951 -0.9605
H -0.2567 1.5495 -2.7890
H 0.4058 2.7994 -3.3976
O -0.2213 2.1099 -3.5536
H -3.6685 -2.6311 1.8020
H -2.5061 -1.9605 0.9991
O -2.7833 -2.7415 1.5090
H 3.8933 -1.7014 -0.0468
H 2.6459 -2.5799 -0.3806
O 3.5666 -2.4276 -0.6208
H 3.1721 -0.8483 -1.8010
H 1.6657 -0.3699 -2.1447
O 2.5563 -0.1184 -1.9584
H 2.7268 2.3282 -3.1031
H 2.0133 1.6281 -2.0265
O 2.0598 2.4819 -2.4212
H -2.2119 0.3058 3.5584
H -1.5145 -0.9039 3.1193
O -1.6144 -0.3305 3.9104
H -3.4276 -1.1571 -0.4139
H -1.5311 -0.9709 -1.2905
O -2.5444 -0.8139 -0.3073
H 4.5606 -1.0071 1.7876
H 3.4248 0.1134 1.5404
O 4.0785 -0.4902 1.1504

***

(2)
# C2H4O2Sn

C2H4O2Sn as an isolated structure (wB97M-V/def2-TZVPD, the Open Molecules 2025 dataset).

Computed properties:
Orbital gap   10.40 eV
HOMO energy   -21.6 eV
M   178.76 g/mol
Multiplicity   1
Charge   +2

Element x y z (Å)
C 0.7683 0.5431 1.0678
C -0.1484 1.6560 1.2307
O 0.2217 -0.4995 0.5985
H 1.8505 0.6330 0.9239
H 0.3533 2.5688 0.8742
H -0.3575 1.7667 2.3063
Sn 0.8431 -3.0820 0.6963
O 1.1231 -1.4244 0.0773
H -1.0832 1.2772 0.6802

***

Max |F| in Eh/bohr, matching the order above: 0.06782; 0.14805